Record 1
Formula: C7H12BN
Source: the Open Molecules 2025 dataset
Level of theory: the ωB97M-V functional and the def2-TZVPD basis

Properties
Electronic energy in eV: -9614.593
F_max in eV Å⁻¹: 5.2
2S+1: 1
Energy relative to the best compared isomer or geometry (same formula, charge and spin) in kcal per mole: 132.9
E_HOMO (spin up / spin down) in Ha: -0.2957 / -0.2957

Last columns: bonded neighbours and bond lengths (Å).
Cartesian coordinates (Å):
1 B 0.543 0.303 0.014  C5 1.408, C6 1.549, C7 1.604
2 C -2.294 2.441 1.574  C4 1.384, H11 1.133, H12 1.118
3 C -0.632 -2.210 -0.408  N9 1.407, H10 1.051, H13 1.002, H14 1.072
4 C -1.630 1.914 0.480  C2 1.384, C5 1.339, H15 1.169
5 C -0.548 1.160 0.249  B1 1.408, C4 1.339
6 C 0.845 -0.630 -1.186  B1 1.549, C8 1.491, N9 1.254
7 C 1.224 -0.114 1.405  B1 1.604, H16 0.994, H17 1.038, H18 1.083
8 C 1.931 -0.225 -2.125  C6 1.491, H19 1.030, H20 1.086, H21 1.065
9 N 0.410 -1.803 -1.261  C3 1.407, C6 1.254
10 H -0.134 -2.831 0.278  C3 1.051
11 H -3.345 2.853 1.477  C2 1.133
12 H -1.728 2.410 2.537  C2 1.118
13 H -1.144 -1.404 -0.105  C3 1.002
14 H -1.305 -2.769 -1.028  C3 1.072
15 H -2.477 1.921 -0.326  C4 1.169
16 H 2.210 -0.202 1.314  C7 0.994
17 H 0.732 -0.975 1.711  C7 1.038
18 H 1.089 0.549 2.251  C7 1.083
19 H 2.707 0.041 -1.501  C8 1.030
20 H 2.041 -1.078 -2.788  C8 1.086
21 H 1.506 0.648 -2.562  C8 1.065

These are the Mulliken partial charges, in e, on atoms 1 to 4:
1 B -0.105
2 C -0.786
3 C -0.928
4 C -0.437


Record 2
Formula: C7H12BrNO2
Source: the Open Molecules 2025 dataset
Level of theory: the ωB97M-V functional and the def2-TZVPD basis

Properties
Electronic energy in eV: -83078.062
SMILES: CC(C)(C)COC(=O)/C=N/Br
F_max in eV Å⁻¹: 5.7
2S+1: 1
Energy relative to the best compared isomer or geometry (same formula, charge and spin) in kcal per mole: 44.4
E_HOMO in Ha: -0.3626

Last columns: bonded neighbours and bond lengths (Å).
Cartesian coordinates (Å):
1 C -1.567 -1.581 -0.685  C2 1.550, H12 1.134, H13 1.199, H14 1.112
2 C -1.018 -0.269 -0.069  C1 1.550, C3 1.609, C4 1.508, C5 1.523
3 C -2.158 0.860 -0.191  C2 1.609, H15 1.120, H16 1.113, H17 1.036
4 C -0.841 -0.379 1.425  C2 1.508, H18 1.035, H19 1.193, H20 1.056
5 C 0.139 0.154 -0.964  C2 1.523, O6 1.469, H21 1.087, H22 1.131
6 O 0.642 1.471 -0.550  C5 1.469, C7 1.308
7 C 1.842 1.629 -0.055  O6 1.308, O8 1.204, C9 1.540
8 O 2.234 2.675 0.396  C7 1.204
9 C 2.755 0.434 0.278  C7 1.540, N10 1.259, H23 1.064
10 N 3.833 0.206 -0.332  C9 1.259, Br11 1.818
11 Br 4.942 -1.115 0.244  N10 1.818
12 H -1.927 -2.133 0.238  C1 1.134
13 H -0.635 -2.167 -1.159  C1 1.199
14 H -2.325 -1.516 -1.495  C1 1.112
15 H -3.103 0.436 -0.618  C3 1.120
16 H -2.375 1.283 0.815  C3 1.113
17 H -1.853 1.648 -0.790  C3 1.036
18 H -0.833 0.546 1.888  C4 1.035
19 H 0.273 -0.779 1.574  C4 1.193
20 H -1.493 -1.032 1.938  C4 1.056
21 H 0.816 -0.695 -1.004  C5 1.087
22 H 0.051 0.457 -2.050  C5 1.131
23 H 2.602 -0.131 1.166  C9 1.064

These are the Mulliken partial charges, in e, on atoms 1 to 4:
1 C -1.395
2 C 2.244
3 C -1.443
4 C -1.817


Record 3
Formula: C7H12Cl3F3NO2S
Source: the Open Molecules 2025 dataset
Level of theory: the ωB97M-V functional and the def2-TZVPD basis

Properties
Electronic energy in eV: -69585.784
F_max in eV Å⁻¹: 0.5
2S+1: 1
Net charge: +1
E_HOMO in Ha: -0.5081

Last columns: bonded neighbours and bond lengths (Å).
Cartesian coordinates (Å):
1 O 1.866 -2.474 1.343  S2 1.418
2 S 0.774 -1.635 1.682  O1 1.418, O3 1.423, C4 1.849, C10 1.891
3 O 0.180 -1.560 2.973  S2 1.423
4 C 1.309 0.093 1.299  S2 1.849, C5 1.522, N9 1.526, H14 1.089
5 C 2.456 0.204 0.304  C4 1.522, C6 1.529, H15 1.091, H16 1.087
6 C 2.072 0.281 -1.174  C5 1.529, C7 1.543, H17 1.088, H18 1.088
7 C 0.857 1.197 -1.427  C6 1.543, C8 1.512, H19 1.088, H20 1.085
8 C 0.482 1.990 -0.196  C7 1.512, N9 1.519, H21 1.087, H22 1.087
9 N 0.173 1.053 0.958  C4 1.526, C8 1.519, H23 1.020, H24 1.020
10 C -0.635 -2.111 0.515  S2 1.891, F11 1.348, F12 1.322, F13 1.310
11 F -0.659 -1.219 -0.494  C10 1.348
12 F -1.788 -2.030 1.157  C10 1.322
13 F -0.433 -3.318 0.046  C10 1.310
14 H 1.656 0.375 2.292  C4 1.089
15 H 3.006 1.108 0.571  C5 1.091
16 H 3.131 -0.624 0.505  C5 1.087
17 H 1.915 -0.706 -1.603  C6 1.088
18 H 2.937 0.692 -1.690  C6 1.088
19 H 1.076 1.905 -2.223  C7 1.088
20 H -0.005 0.628 -1.760  C7 1.085
21 H 1.289 2.638 0.139  C8 1.087
22 H -0.398 2.612 -0.342  C8 1.087
23 H -0.702 0.568 0.760  N9 1.020
24 H -0.014 1.623 1.784  N9 1.020
25 C -4.056 -0.298 -1.001  Cl26 1.754, Cl27 1.777, Cl28 1.756, H29 1.082
26 Cl -4.563 -1.692 -1.937  C25 1.754
27 Cl -3.060 0.794 -1.989  C25 1.777
28 Cl -5.421 0.563 -0.309  C25 1.756
29 H -3.446 -0.657 -0.183  C25 1.082

These are the Mulliken partial charges, in e, on atoms 1 to 4:
1 O -0.610
2 S 1.258
3 O -0.623
4 C -0.264


Record 4
Formula: C7H12ClN
Source: the Open Molecules 2025 dataset
Level of theory: the ωB97M-V functional and the def2-TZVPD basis

Properties
Electronic energy in eV: -21466.086
SMILES: Cl[C@@H]1CN2CCC1CC2
F_max in eV Å⁻¹: 2.2
2S+1: 1
Energy relative to the best compared isomer or geometry (same formula, charge and spin) in kcal per mole: 0.0
E_HOMO in Ha: -0.3067

Last columns: bonded neighbours and bond lengths (Å).
Cartesian coordinates (Å):
1 Cl -1.770 1.114 -2.167  C2 1.801
2 C -0.543 -0.022 -1.497  Cl1 1.801, C3 1.551, C7 1.535, H10 1.108
3 C -1.192 -1.013 -0.496  C2 1.551, N4 1.489, H11 1.104, H12 1.082
4 N -0.613 -0.835 0.864  C3 1.489, C5 1.487, C9 1.476
5 C -0.855 0.559 1.322  N4 1.487, C6 1.564, H13 1.084, H14 1.077
6 C -0.014 1.517 0.414  C5 1.564, C7 1.560, H15 1.082, H16 1.104
7 C 0.594 0.719 -0.781  C2 1.535, C6 1.560, C8 1.556, H17 1.066
8 C 1.548 -0.339 -0.154  C7 1.556, C9 1.562, H18 1.096, H19 1.107
9 C 0.812 -1.216 0.908  N4 1.476, C8 1.562, H20 1.087, H21 1.100
10 H -0.121 -0.626 -2.324  C2 1.108
11 H -2.285 -0.864 -0.446  C3 1.104
12 H -1.036 -2.026 -0.846  C3 1.082
13 H -1.899 0.848 1.305  C5 1.084
14 H -0.505 0.619 2.339  C5 1.077
15 H 0.816 1.936 0.967  C6 1.082
16 H -0.597 2.380 0.048  C6 1.104
17 H 1.105 1.402 -1.420  C7 1.066
18 H 2.391 0.171 0.328  C8 1.096
19 H 2.000 -0.960 -0.952  C8 1.107
20 H 1.236 -1.075 1.899  C9 1.087
21 H 0.927 -2.288 0.690  C9 1.100

These are the Mulliken partial charges, in e, on atoms 1 to 4:
1 Cl -0.216
2 C 0.225
3 C -1.065
4 N -0.167


Record 5
Formula: C7H12FN3O
Source: the Open Molecules 2025 dataset
Level of theory: the ωB97M-V functional and the def2-TZVPD basis

Properties
Electronic energy in eV: -16680.859
F_max in eV Å⁻¹: 6.8
2S+1: 1
Energy relative to the best compared isomer or geometry (same formula, charge and spin) in kcal per mole: 128.1
E_HOMO (spin up / spin down) in Ha: -0.3346 / -0.3541

Last columns: bonded neighbours and bond lengths (Å).
Cartesian coordinates (Å):
1 C 0.208 0.674 0.555  C4 1.597, N9 1.425, O11 1.213
2 C 2.789 -0.872 -1.288  C3 1.526, C5 1.508, H13 1.073, H14 1.190
3 C 3.257 0.547 -1.596  C2 1.526, C5 1.522, H15 1.034, H16 1.066
4 C -1.308 0.189 0.442  C1 1.597, C7 1.565, N8 1.345, H17 1.185
5 C 2.262 0.284 -0.474  C2 1.508, C3 1.522, N9 1.459, H18 1.126
6 C -3.289 -0.755 1.758  C7 1.567, H19 1.022, H20 1.211, H21 0.996
7 C -1.726 -0.676 1.678  C4 1.565, C6 1.567, H22 1.150, H23 1.033
8 N -1.769 -0.251 -0.743  C4 1.345, H24 1.008
9 N 0.897 0.752 -0.689  C1 1.425, C5 1.459, N10 1.253
10 N 0.347 0.728 -1.815  N9 1.253, F12 1.450
11 O 0.641 1.065 1.619  C1 1.213
12 F -0.442 1.932 -1.988  N10 1.450
13 H 2.210 -1.266 -2.101  C2 1.073
14 H 3.650 -1.549 -0.825  C2 1.190
15 H 4.186 0.661 -1.157  C3 1.034
16 H 2.810 0.902 -2.496  C3 1.066
17 H -1.726 1.292 0.552  C4 1.185
18 H 2.485 0.209 0.628  C5 1.126
19 H -3.659 0.193 1.855  C6 1.022
20 H -3.573 -1.360 2.768  C6 1.211
21 H -3.746 -1.224 1.007  C6 0.996
22 H -1.401 -1.732 1.358  C7 1.150
23 H -1.224 -0.176 2.429  C7 1.033
24 H -1.878 0.433 -1.476  N8 1.008

These are the Mulliken partial charges, in e, on atoms 1 to 4:
1 C 0.001
2 C -0.543
3 C -0.669
4 C 0.707